42
Properties=species:S:1:pos:R:3:forces:R:3 method="wB97M-V/def2-TZVPD" homo_lumo_gap_ev=3.70 e_homo_ha=-0.040 lumo_energy_ev=2.619 total_charge=-1
N -2.403 0.547 0.276 0.9 -0.7 0.0
C -2.281 -0.236 1.279 -0.4 0.4 -1.1
N -3.522 -0.695 1.938 1.1 0.2 0.7
N -1.000 -0.644 1.803 -1.6 0.9 0.1
C -0.824 0.091 3.097 0.1 -0.9 1.3
C 0.659 0.406 3.449 0.4 0.4 -0.4
C 1.444 1.343 2.452 -0.4 0.5 0.7
C 0.716 2.665 2.021 0.7 0.3 -1.2
C 1.319 3.144 0.620 -0.8 -0.1 0.5
C 0.218 2.703 -0.458 1.4 0.2 0.2
B 0.770 2.737 -1.958 0.0 0.3 0.8
O 1.986 2.059 -2.318 -1.7 0.9 -0.4
O 0.000 3.442 -2.947 1.3 -1.0 0.0
H -3.385 0.734 0.075 0.2 -0.1 0.0
H -3.794 0.100 2.519 0.0 -0.4 0.2
H -4.245 -0.741 1.226 0.3 0.0 0.0
H -0.252 -0.379 1.164 -0.4 0.4 -0.1
H -1.498 0.976 3.115 0.8 -0.2 0.0
H -1.204 -0.592 3.902 0.2 0.5 -0.6
H 1.236 -0.547 3.548 -0.6 0.5 0.0
H 0.708 0.895 4.452 -0.4 -0.4 -0.6
H 1.807 0.842 1.527 -0.4 0.1 0.5
H 2.365 1.667 3.001 -0.5 -0.4 -0.6
H 0.829 3.454 2.805 0.0 -0.6 -0.3
H -0.381 2.497 1.864 0.4 -0.1 0.4
H 1.414 4.263 0.615 -0.3 -0.7 0.0
H 0.015 1.624 -0.226 -0.2 0.8 -0.1
H -0.686 3.346 -0.288 0.0 -0.8 -0.4
H 1.728 1.133 -2.322 0.4 -0.2 0.2
H -0.863 3.023 -2.910 -0.3 0.4 0.2
C 2.353 -3.897 -4.358 0.3 -0.1 -0.2
O 1.130 -3.229 -4.060 0.0 0.0 -0.1
C 0.759 -3.322 -2.780 -0.3 0.3 -0.1
O 1.356 -3.901 -1.914 0.1 -0.2 0.1
O -0.388 -2.660 -2.635 0.0 0.0 -0.1
C -0.907 -2.671 -1.303 -0.3 0.0 0.4
H 2.551 -3.754 -5.419 -0.2 0.1 0.0
H 3.176 -3.466 -3.788 -0.1 -0.1 0.1
H 2.267 -4.966 -4.159 0.0 0.1 0.1
H -0.214 -2.194 -0.612 0.0 -0.2 0.0
H -1.123 -3.693 -0.989 0.2 0.0 0.0
H -1.837 -2.107 -1.303 0.1 0.1 -0.3

19
Properties=species:S:1:pos:R:3:forces:R:3 method="wB97M-V/def2-TZVPD" homo_lumo_gap_ev=8.10 e_homo_ha=-0.301 lumo_energy_ev=-0.098 smiles="C[C@@H]1C(=S)[C@H]1C.C=N"
C 1.812 -0.538 1.764 0.5 3.7 1.2
C 0.963 -0.224 0.541 -1.2 1.0 1.3
C 0.747 -1.208 -0.463 0.6 -1.6 -2.5
S 0.260 -2.591 -1.165 0.0 0.8 1.0
C 1.476 0.004 -0.881 0.5 0.2 0.0
C 0.789 0.951 -1.843 -1.9 0.2 3.3
H 2.838 -0.046 1.860 -1.2 -0.4 -0.9
H 1.986 -1.547 1.869 0.1 -2.3 0.5
H 1.296 -0.084 2.659 0.3 -1.0 -0.8
H -0.021 0.284 0.758 1.1 -0.2 0.0
H 2.570 -0.056 -0.993 -0.5 -0.3 0.0
H -0.162 1.304 -1.334 1.0 0.0 -0.1
H 0.328 0.443 -2.619 0.0 -1.0 -2.3
H 1.358 1.812 -2.055 0.7 0.8 -0.7
C -3.680 -1.374 1.313 -1.2 0.1 2.7
N -2.669 -0.761 0.918 2.2 -0.7 -2.3
H -3.802 -1.428 2.469 -0.1 0.3 -1.8
H -4.537 -1.772 0.766 0.5 -0.4 -0.4
H -2.389 -0.917 -0.123 -1.3 0.7 1.9

17
Properties=species:S:1:pos:R:3:forces:R:3 method="wB97M-V/def2-TZVPD" homo_lumo_gap_ev=8.52 e_homo_ha=-0.279 lumo_energy_ev=0.936 smiles="C=CN.NCN"
C -1.584 2.503 -0.366 1.6 0.9 -3.3
C -1.639 1.363 -1.069 -1.0 -4.1 1.2
N -1.643 0.098 -0.367 0.2 -0.3 -0.2
H -2.322 2.680 0.304 -1.1 0.2 3.4
H -1.343 3.371 -0.984 -0.6 0.0 0.0
H -2.118 1.239 -2.056 1.8 0.3 -0.4
H -1.452 -0.885 -0.734 -0.7 2.5 -0.2
H -1.230 0.125 0.568 0.0 0.5 -0.6
N 1.225 -0.106 1.069 -0.4 -2.4 0.9
C 1.644 -1.130 0.018 1.3 4.4 -3.4
N 1.275 -2.488 0.180 -0.1 0.2 1.7
H 1.395 -0.603 1.962 -0.2 0.6 -0.4
H 1.797 0.729 1.132 0.1 -0.2 -0.5
H 1.132 -0.808 -1.003 0.8 -0.3 2.1
H 2.733 -0.848 -0.196 -1.1 -1.5 0.2
H 1.785 -2.902 0.966 0.1 0.0 -0.3
H 0.347 -2.339 0.578 -0.4 -0.8 -0.2

12
Properties=species:S:1:pos:R:3:forces:R:3 method="wB97M-V/def2-TZVPD" homo_lumo_gap_ev="4.00 / 7.15" e_homo_ha="-0.002 / -0.215" spin_multiplicity=3 lumo_energy_ev="3.936 / 1.295" s_squared=2.01 total_charge=-1
C 0.626 -0.652 0.239 -0.7 -3.3 0.8
O 0.026 0.004 2.488 -0.2 -2.5 -0.5
O -1.439 -1.811 1.624 0.2 0.2 -0.6
O 0.774 -2.365 2.442 0.4 0.0 -0.5
P -0.303 -1.157 -1.218 0.6 0.3 -1.5
P 0.153 0.962 0.864 -1.8 3.8 -0.6
S -0.057 -1.405 1.758 0.8 1.1 2.4
H -1.029 1.675 1.346 0.2 0.9 0.3
H 0.215 -2.459 -1.241 0.2 -0.4 -0.2
H -1.494 -1.632 -0.657 -0.1 0.1 0.4
H 1.203 1.627 1.480 0.4 -0.1 0.0
H 0.276 1.756 -0.352 0.2 -0.1 -0.1

32
Properties=species:S:1:pos:R:3:forces:R:3 method="wB97M-V/def2-TZVPD" homo_lumo_gap_ev=6.55 e_homo_ha=-0.143 lumo_energy_ev=2.662 total_charge=-1
C -1.382 3.433 -0.562 -0.3 0.0 0.3
C -1.612 2.744 0.591 -0.1 0.1 -0.4
C -2.222 1.421 0.630 -0.8 0.3 0.4
Ga -0.620 0.117 0.901 0.0 0.6 -0.3
C 0.690 0.449 -0.585 -0.1 -0.2 0.1
N 0.081 0.511 2.632 -0.3 0.1 -0.2
N -1.416 -1.679 0.667 1.3 0.0 -0.1
C -1.974 -1.918 -0.663 -0.8 0.5 0.4
C -0.853 -2.797 1.185 -0.5 -0.3 -0.1
C 0.362 -2.715 2.088 0.1 0.1 0.3
O -1.271 -3.930 0.930 0.1 -0.2 -0.2
H -2.172 3.462 -1.308 0.6 -0.9 -0.6
H -0.437 3.916 -0.785 -0.4 1.0 0.5
H -1.323 3.163 1.556 1.1 -0.5 -0.1
H -2.859 1.249 1.506 -0.1 0.0 -0.1
H -2.737 1.175 -0.304 0.0 -0.1 0.0
H 1.194 1.411 -0.485 -0.1 0.0 0.1
H 0.137 0.477 -1.530 0.0 0.0 0.0
H 1.468 -0.313 -0.695 0.0 0.0 0.1
H 1.086 0.499 2.722 0.0 -0.2 0.2
H -0.354 0.059 3.423 0.2 0.0 0.1
H -1.242 -2.367 -1.340 0.0 -0.2 0.0
H -2.279 -0.955 -1.080 0.1 0.0 0.0
H -2.877 -2.532 -0.617 0.1 -0.2 -0.1
H 0.958 -1.814 1.969 -0.1 0.1 0.0
H 0.977 -3.586 1.863 -0.1 0.0 0.0
H 0.056 -2.790 3.134 0.0 0.0 0.0
C 4.171 0.670 -3.308 0.0 0.1 -0.1
Cl 4.871 -0.345 -2.033 0.0 0.0 0.0
Cl 2.815 1.632 -2.731 0.2 0.0 -0.2
H 4.946 1.333 -3.672 0.0 0.0 0.0
H 3.820 0.020 -4.101 0.0 0.0 0.0

63
Properties=species:S:1:pos:R:3:forces:R:3 method="wB97M-V/def2-TZVPD" homo_lumo_gap_ev="3.54 / 2.87" e_homo_ha="-0.131 / -0.108" lumo_energy_ev="-0.037 / -0.071"
P -1.135 1.285 1.164 0.6 -0.6 0.6
P 2.099 -1.225 0.312 -0.6 1.1 -1.1
C -0.620 -0.192 0.029 -0.3 -2.4 -2.9
C 0.312 -1.360 0.497 -0.5 0.6 0.4
H -0.507 -0.450 -1.095 0.0 1.5 1.5
H -1.657 -0.572 0.099 0.5 -0.4 0.1
H 0.142 -1.509 1.550 0.0 -0.5 0.7
H -0.031 -2.232 -0.088 0.3 0.1 0.5
C 2.508 -1.356 -1.422 0.2 -0.3 -0.6
H 3.594 -1.292 -1.590 -0.2 -0.1 0.2
H 2.044 -0.564 -2.024 -0.2 0.0 0.3
H 2.152 -2.337 -1.801 0.2 0.5 0.2
C 3.047 -2.539 1.094 0.1 -0.6 0.3
H 3.314 -3.277 0.302 -0.3 0.4 0.7
H 2.461 -3.015 1.893 0.2 0.0 -0.3
H 3.986 -2.174 1.544 -0.6 -0.1 -0.3
C -1.916 2.647 0.193 0.2 0.4 -1.9
H -1.286 3.549 0.277 -0.1 -0.5 0.3
H -2.941 2.960 0.457 0.4 -0.6 0.3
H -1.928 2.488 -0.930 0.0 -0.1 1.3
C -2.315 0.386 2.216 -0.4 -0.5 1.4
H -2.314 -0.715 2.060 0.0 0.8 -0.3
H -3.372 0.707 2.219 0.3 0.1 -0.4
H -1.992 0.478 3.278 0.0 0.3 -0.7
Zn -1.074 0.963 -2.383 2.0 1.8 -0.1
C -2.168 -2.160 -1.823 0.4 -0.5 -0.6
C -1.385 -1.545 -2.744 -0.6 -2.5 0.0
C -1.842 -0.802 -3.937 -0.7 1.0 -1.5
C -3.176 -0.038 -3.731 0.3 -0.2 0.1
C -3.131 0.770 -2.420 -0.3 -0.6 -0.4
C -3.571 0.350 -1.146 -0.9 0.3 1.1
C -4.067 -0.972 -0.711 -0.3 -1.0 0.6
C -3.656 -2.168 -1.586 -0.8 0.2 -0.5
C -0.233 2.400 2.226 1.1 2.3 1.3
H -1.674 -2.840 -1.123 0.2 0.2 -0.1
H -0.341 -1.901 -2.819 -0.3 0.5 0.4
H -1.883 -1.400 -4.861 -0.1 -0.4 0.3
H -1.083 -0.047 -4.186 0.1 -0.3 -0.2
H -3.349 0.671 -4.567 0.1 -0.5 0.3
H -3.935 -0.816 -3.753 -0.5 0.4 -0.1
H -3.291 1.808 -2.560 -0.4 1.0 -0.4
H -3.918 1.118 -0.425 0.3 -0.2 -0.7
H -5.165 -0.970 -0.526 0.2 -0.1 -0.4
H -3.693 -1.208 0.291 0.2 0.0 0.3
H -3.989 -3.140 -1.146 0.5 0.8 -0.1
H -4.238 -2.084 -2.512 0.4 -0.2 0.1
H 0.312 1.967 3.094 -0.6 0.0 -0.7
H -0.815 3.301 2.569 0.2 -0.4 0.1
H 0.542 2.849 1.551 -0.4 -0.4 0.5
C 3.130 0.788 3.480 0.0 -0.3 0.3
Si 3.721 0.909 1.759 -0.1 1.3 -0.1
C 3.958 2.750 1.505 0.2 -0.4 -0.4
C 5.382 0.095 1.420 -0.6 0.1 0.2
O 2.503 0.199 0.818 0.5 -0.3 -0.1
H 4.023 1.070 4.035 -0.1 -0.1 0.6
H 2.828 -0.231 3.715 0.1 -0.1 0.3
H 2.308 1.466 3.736 0.3 -0.1 -0.2
H 4.823 2.907 2.166 -0.1 0.3 -0.1
H 4.247 3.041 0.490 0.0 0.0 0.1
H 3.153 3.404 1.844 -0.1 -0.2 0.0
H 5.327 -0.967 1.653 0.4 0.1 0.0
H 5.590 0.224 0.356 0.2 -0.1 0.0
H 6.186 0.551 2.015 -0.3 -0.1 -0.2